Entry 1:
Computed, not measured: a 9-piece molecular cluster, C70H152N10O10 overall in a non-equilibrium geometry, with the ωB97M-V functional and the def2-TZVPD basis.

Summary:
- SMILES string: CC1(C)CCCC(C)(C)N1O.CC1(C)CCCC(C)(C)N1O.CC1(C)CCCC(C)(C)N1O.CC1(C)CCCC(C)(C)N1O.CC1(C)CCCC(C)(C)N1O.CC1(C)CCCC(C)(C)N1O.CC1(C)CCCC(C)(C)N1O.COCCNCCOC.NC(N)=O
- HOMO-LUMO gap: 0.2882 hartree
- Relative energy (zero: lowest compared OMol25 entry of this formula, charge and spin): 514.7 kJ/mol

```
! RIJCOSX wB97M-V def2-TZVPD def2/J DEFGRID3
* xyz 0 1
C 1.476 -0.705 5.834
C 0.470 0.352 6.036
C -0.625 0.164 5.006
C -0.115 -0.067 7.406
C -0.933 0.988 8.168
C 0.017 2.145 8.357
C 0.558 2.811 6.977
C -0.500 3.803 6.332
C 1.677 3.650 7.381
N 1.055 1.726 6.110
O 1.808 2.171 4.955
H 2.365 -0.712 6.464
H 1.001 -1.682 5.931
H 1.826 -0.693 4.802
H -0.191 0.183 4.006
H -1.145 -0.785 5.139
H -1.202 1.057 4.768
H -0.844 -0.864 7.258
H 0.660 -0.424 8.083
H -1.824 1.322 7.637
H -1.223 0.631 9.156
H 0.889 1.997 8.994
H -0.669 2.809 8.882
H -0.914 4.620 6.923
H -1.452 3.319 6.114
H -0.096 4.206 5.403
H 2.174 4.255 6.623
H 2.374 3.000 7.911
H 1.440 4.241 8.266
H 2.688 1.879 5.204
C -7.844 -3.472 3.311
C -6.424 -2.906 2.825
C -6.595 -1.828 1.669
C -5.789 -2.377 4.164
C -4.244 -2.225 4.232
C -3.738 -3.633 3.846
C -4.196 -4.282 2.580
C -3.186 -3.674 1.489
C -3.994 -5.837 2.746
N -5.574 -4.035 2.262
O -6.133 -4.704 1.150
H -8.425 -4.005 2.558
H -7.674 -4.234 4.071
H -8.365 -2.609 3.726
H -6.928 -0.871 2.069
H -5.683 -1.732 1.080
H -7.277 -2.171 0.891
H -6.085 -1.336 4.290
H -6.203 -3.002 4.955
H -4.056 -1.471 3.467
H -3.979 -1.937 5.249
H -3.766 -4.201 4.776
H -2.655 -3.545 3.762
H -2.212 -4.047 1.805
H -3.111 -2.602 1.675
H -3.563 -3.884 0.488
H -4.596 -6.339 3.504
H -2.944 -6.015 2.978
H -3.991 -6.263 1.743
H -6.926 -5.063 1.555
C -3.787 0.638 -4.678
C -3.331 -0.539 -5.626
C -3.365 -1.884 -4.804
C -4.357 -0.622 -6.823
C -4.206 0.532 -7.914
C -2.721 0.853 -8.243
C -1.724 0.816 -7.029
C -0.327 0.826 -7.641
C -1.757 2.194 -6.315
N -1.938 -0.422 -6.195
O -0.953 -0.444 -5.175
H -3.067 1.084 -3.992
H -4.219 1.471 -5.233
H -4.573 0.286 -4.011
H -2.790 -1.786 -3.883
H -4.326 -2.277 -4.475
H -2.956 -2.625 -5.492
H -4.117 -1.528 -7.379
H -5.384 -0.781 -6.495
H -4.616 0.111 -8.832
H -4.685 1.504 -7.802
H -2.829 1.871 -8.616
H -2.394 0.362 -9.160
H 0.049 -0.170 -7.875
H 0.416 1.282 -6.987
H -0.332 1.401 -8.567
H -1.288 1.995 -5.352
H -2.711 2.662 -6.069
H -1.172 3.018 -6.725
H -0.767 -1.361 -4.957
C 3.688 0.026 -7.488
C 4.558 -0.144 -6.196
C 4.845 -1.702 -5.961
C 5.969 0.627 -6.429
C 5.876 2.110 -6.105
C 5.295 2.345 -4.662
C 3.827 1.903 -4.607
C 3.328 2.143 -3.136
C 2.901 2.740 -5.439
N 3.823 0.432 -4.959
O 2.529 -0.028 -4.732
H 3.406 1.044 -7.759
H 4.177 -0.414 -8.357
H 2.738 -0.449 -7.243
H 5.089 -1.769 -4.900
H 4.078 -2.403 -6.290
H 5.691 -2.045 -6.556
H 6.781 0.191 -5.847
H 6.300 0.567 -7.466
H 6.848 2.594 -6.201
H 5.241 2.728 -6.739
H 5.519 3.368 -4.357
H 5.912 1.783 -3.961
H 2.387 1.605 -3.018
H 3.301 3.161 -2.747
H 3.928 1.654 -2.369
H 3.033 3.801 -5.226
H 1.906 2.467 -5.087
H 2.810 2.582 -6.513
H 2.116 0.334 -5.520
C 1.976 6.938 3.764
C 2.025 6.236 2.382
C 0.810 6.796 1.552
C 3.364 6.733 1.754
C 3.710 5.985 0.435
C 3.857 4.545 0.780
C 2.487 3.841 1.343
C 1.471 3.649 0.230
C 2.974 2.497 2.035
N 2.052 4.732 2.428
O 0.835 4.277 2.861
H 2.621 6.567 4.560
H 2.231 7.992 3.653
H 0.995 6.761 4.204
H 0.918 7.879 1.609
H 0.816 6.421 0.529
H -0.223 6.765 1.898
H 3.164 7.792 1.591
H 4.244 6.689 2.396
H 2.902 6.115 -0.285
H 4.633 6.362 -0.006
H 4.683 4.391 1.475
H 3.961 4.157 -0.233
H 1.885 2.979 -0.524
H 1.323 4.574 -0.328
H 0.622 3.061 0.578
H 3.834 2.650 2.687
H 3.291 1.725 1.334
H 2.173 1.962 2.545
H 1.114 3.807 3.650
C 4.450 -5.805 1.672
C 3.859 -5.797 3.073
C 4.430 -7.011 3.950
C 4.141 -4.524 3.880
C 3.244 -3.366 3.718
C 1.835 -3.712 4.031
C 1.369 -4.903 3.179
C 0.141 -5.448 3.967
C 0.916 -4.505 1.775
N 2.384 -5.960 2.883
O 1.960 -7.178 2.487
H 5.486 -5.527 1.866
H 4.499 -6.809 1.252
H 3.925 -5.172 0.956
H 4.451 -7.978 3.447
H 5.378 -6.701 4.390
H 3.674 -7.172 4.718
H 4.137 -4.740 4.948
H 5.107 -4.196 3.496
H 3.691 -2.539 4.268
H 3.250 -3.082 2.665
H 1.286 -2.851 3.652
H 1.699 -3.888 5.098
H 0.361 -5.860 4.952
H -0.379 -6.239 3.427
H -0.686 -4.740 3.919
H 1.646 -4.146 1.049
H 0.120 -3.762 1.823
H 0.517 -5.426 1.351
H 1.770 -7.599 3.328
C -4.208 4.404 -2.431
C -3.451 3.831 -1.156
C -2.058 3.002 -1.397
C -3.313 5.024 -0.234
C -3.255 4.714 1.255
C -4.296 3.828 1.776
C -4.617 2.606 0.795
C -3.727 1.359 1.291
C -5.996 2.194 1.305
N -4.614 3.069 -0.640
O -5.024 1.942 -1.430
H -3.525 5.144 -2.847
H -4.309 3.520 -3.060
H -5.180 4.869 -2.262
H -1.232 3.599 -1.784
H -1.420 2.656 -0.584
H -2.122 2.058 -1.937
H -2.441 5.593 -0.556
H -4.193 5.655 -0.359
H -2.283 4.224 1.324
H -3.363 5.626 1.842
H -5.188 4.445 1.886
H -3.985 3.597 2.795
H -3.978 0.378 0.886
H -3.881 1.046 2.324
H -2.667 1.482 1.070
H -6.130 1.269 0.745
H -6.817 2.750 0.851
H -5.884 2.197 2.389
H -4.634 1.188 -0.983
C -0.862 -3.799 -3.521
O -0.067 -2.725 -4.030
C 1.076 -3.072 -4.764
C 2.132 -3.754 -3.761
N 2.630 -2.781 -2.807
C 3.489 -3.463 -1.792
C 4.324 -2.438 -0.975
O 5.213 -1.725 -1.774
C 5.901 -0.764 -1.008
H -1.262 -4.367 -4.361
H -1.704 -3.307 -3.035
H -0.428 -4.447 -2.760
H 1.439 -2.239 -5.365
H 0.712 -3.751 -5.535
H 3.003 -4.079 -4.330
H 1.808 -4.734 -3.412
H 3.286 -2.106 -3.174
H 4.247 -4.196 -2.067
H 3.027 -4.108 -1.045
H 4.833 -3.002 -0.194
H 3.651 -1.694 -0.548
H 5.199 0.067 -0.949
H 6.832 -0.459 -1.487
H 6.149 -0.943 0.038
N 0.084 -0.267 -2.119
C -0.170 -0.891 -1.011
N 0.591 -1.924 -0.990
O -0.977 -0.614 -0.167
H -0.636 0.394 -2.376
H 0.854 -0.600 -2.681
H 1.319 -2.079 -1.673
H 0.433 -2.456 -0.146
*
```


Entry 2:
Computed, not measured: a 12-piece molecular cluster, C70H160F6N9O6P overall in a non-equilibrium geometry, with the ωB97M-V functional and the def2-TZVPD basis.

Summary:
- HOMO-LUMO gap: 0.2302 hartree

```
! RIJCOSX wB97M-V def2-TZVPD def2/J DEFGRID3
* xyz 6 1
P -21.581 3.952 -7.550
F -20.625 3.603 -6.210
F -20.677 5.131 -8.218
F -20.465 3.073 -8.336
F -22.588 4.107 -8.836
F -22.420 2.671 -6.960
F -22.509 5.016 -6.721
C -26.360 -4.848 -7.874
C -25.588 -4.643 -6.538
C -24.421 -3.666 -6.689
N -23.866 -2.919 -5.415
C -23.673 -4.031 -4.402
C -24.896 -1.801 -4.941
C -24.519 -0.539 -5.718
C -22.993 -0.670 -5.570
C -22.637 -2.050 -5.766
H -26.878 -3.953 -8.221
H -27.121 -5.625 -7.806
H -25.615 -5.051 -8.643
H -25.243 -5.656 -6.330
H -26.351 -4.442 -5.786
H -24.834 -2.815 -7.231
H -23.658 -4.068 -7.355
H -23.065 -3.598 -3.608
H -23.044 -4.793 -4.862
H -24.624 -4.372 -3.994
H -24.909 -1.837 -3.852
H -25.831 -2.251 -5.277
H -24.952 0.317 -5.200
H -24.965 -0.418 -6.705
H -22.689 -0.364 -4.569
H -22.490 -0.041 -6.305
H -21.862 -2.232 -5.022
H -22.359 -2.295 -6.791
C -16.113 12.863 -13.316
C -16.489 11.524 -12.713
C -17.891 11.539 -11.983
N -17.956 10.406 -10.900
C -17.196 10.724 -9.655
C -17.577 9.059 -11.622
C -18.252 8.009 -10.803
C -19.438 8.640 -10.045
C -19.405 10.158 -10.433
H -15.043 12.841 -13.527
H -16.365 13.758 -12.748
H -16.736 12.959 -14.205
H -15.668 11.260 -12.047
H -16.393 10.685 -13.402
H -18.685 11.287 -12.686
H -18.107 12.482 -11.482
H -17.131 9.900 -8.945
H -17.560 11.584 -9.093
H -16.143 10.700 -9.937
H -16.503 8.903 -11.728
H -17.993 9.066 -12.629
H -17.552 7.516 -10.128
H -18.465 7.142 -11.429
H -19.378 8.453 -8.972
H -20.387 8.246 -10.408
H -19.722 10.677 -9.529
H -20.102 10.410 -11.232
C -18.253 4.551 -11.553
C -19.804 4.791 -11.327
C -20.629 5.236 -12.586
N -22.107 5.350 -12.285
C -22.394 6.421 -11.186
C -22.882 4.061 -11.985
C -24.320 4.467 -12.235
C -24.334 5.591 -13.286
C -22.843 5.917 -13.584
H -17.992 3.495 -11.624
H -17.582 4.952 -10.793
H -17.968 5.107 -12.446
H -19.897 5.627 -10.634
H -20.226 3.890 -10.883
H -20.387 4.493 -13.346
H -20.431 6.254 -12.923
H -21.944 7.387 -11.417
H -22.140 6.010 -10.209
H -23.470 6.575 -11.106
H -22.466 3.711 -11.040
H -22.557 3.299 -12.693
H -24.711 4.960 -11.345
H -25.114 3.748 -12.437
H -25.066 6.317 -12.932
H -24.711 5.181 -14.223
H -22.556 6.967 -13.638
H -22.344 5.330 -14.355
C -19.384 -3.118 -13.007
C -19.839 -2.248 -11.795
C -20.935 -1.315 -12.251
N -21.475 -0.272 -11.196
C -22.777 0.389 -11.828
C -20.445 0.937 -10.946
C -19.594 0.526 -9.714
C -20.543 -0.287 -8.837
C -21.680 -0.780 -9.742
H -20.216 -3.816 -13.096
H -18.602 -3.658 -12.474
H -19.051 -2.639 -13.928
H -19.012 -1.662 -11.394
H -20.299 -2.846 -11.008
H -21.758 -1.859 -12.716
H -20.507 -0.649 -13.001
H -23.430 -0.468 -11.998
H -22.554 0.848 -12.791
H -23.019 1.155 -11.092
H -20.979 1.843 -10.660
H -19.884 1.154 -11.855
H -19.259 1.382 -9.128
H -18.717 0.009 -10.105
H -20.786 0.273 -7.934
H -19.995 -1.171 -8.512
H -22.582 -0.322 -9.337
H -21.720 -1.864 -9.630
C -17.654 -0.313 -6.731
C -16.888 -1.292 -5.894
C -17.685 -2.618 -5.624
N -16.924 -3.698 -4.774
C -16.177 -3.108 -3.588
C -16.223 -4.687 -5.591
C -16.217 -6.078 -4.844
C -17.341 -5.939 -3.840
C -17.967 -4.664 -4.073
H -18.606 0.005 -6.307
H -18.056 -0.905 -7.553
H -17.057 0.429 -7.260
H -16.864 -0.726 -4.962
H -15.899 -1.498 -6.302
H -18.029 -3.118 -6.529
H -18.555 -2.473 -4.983
H -16.693 -2.220 -3.223
H -15.245 -2.694 -3.971
H -15.902 -3.813 -2.803
H -15.397 -4.052 -5.911
H -16.770 -5.017 -6.474
H -15.236 -6.365 -4.466
H -16.475 -6.849 -5.570
H -17.145 -6.066 -2.775
H -18.244 -6.471 -4.138
H -18.404 -4.263 -3.158
H -18.782 -4.733 -4.795
C -11.912 5.427 -3.536
C -12.293 3.876 -3.654
C -13.799 3.705 -3.742
N -14.368 2.272 -3.559
C -15.864 2.461 -3.943
C -14.311 1.996 -1.986
C -13.900 0.514 -1.902
C -13.012 0.217 -3.102
C -13.753 1.022 -4.231
H -11.599 5.782 -4.518
H -10.963 5.469 -3.002
H -12.615 6.058 -2.993
H -11.916 3.254 -2.842
H -11.885 3.444 -4.568
H -14.066 4.004 -4.755
H -14.385 4.233 -2.990
H -15.862 2.857 -4.958
H -16.396 3.143 -3.279
H -16.332 1.478 -3.974
H -15.249 2.039 -1.433
H -13.629 2.662 -1.457
H -14.792 -0.111 -1.947
H -13.414 0.292 -0.951
H -12.874 -0.850 -3.275
H -12.001 0.534 -2.846
H -14.411 0.470 -4.902
H -13.004 1.368 -4.944
C -23.466 2.638 -2.744
C -23.658 4.160 -2.577
C -23.512 4.950 -3.816
N -23.483 6.485 -3.600
C -22.149 6.960 -2.978
C -24.763 6.937 -2.920
C -25.023 8.379 -3.287
C -24.147 8.718 -4.557
C -23.724 7.275 -4.935
H -24.314 2.209 -3.277
H -23.359 2.110 -1.797
H -22.573 2.475 -3.348
H -22.920 4.436 -1.823
H -24.626 4.493 -2.205
H -24.132 4.559 -4.623
H -22.550 4.778 -4.297
H -21.390 6.739 -3.728
H -21.969 6.370 -2.080
H -22.059 8.008 -2.691
H -24.831 6.738 -1.850
H -25.444 6.232 -3.397
H -24.720 9.184 -2.618
H -26.065 8.698 -3.323
H -23.318 9.340 -4.218
H -24.660 9.244 -5.362
H -22.816 7.323 -5.537
H -24.594 6.850 -5.435
C -16.287 6.799 -5.288
N -17.726 7.159 -5.495
C -17.865 8.415 -6.363
C -18.494 6.012 -6.306
C -18.377 7.449 -4.147
C -18.559 6.222 -3.179
O -17.384 5.456 -2.829
H -15.752 6.959 -6.224
H -16.288 5.769 -4.932
H -15.834 7.412 -4.509
H -17.464 8.149 -7.341
H -17.479 9.264 -5.799
H -18.909 8.585 -6.626
H -19.529 6.350 -6.365
H -18.386 5.102 -5.715
H -17.907 5.907 -7.219
H -19.326 7.907 -4.425
H -17.797 8.199 -3.609
H -19.316 5.540 -3.568
H -19.076 6.568 -2.284
H -16.761 6.032 -2.379
C -25.704 3.803 -8.162
N -27.244 3.501 -8.275
C -28.048 4.474 -7.415
C -27.664 3.695 -9.777
C -27.585 2.103 -7.630
C -27.272 0.890 -8.570
O -25.962 1.051 -9.166
H -25.495 4.846 -8.402
H -25.021 3.270 -8.823
H -25.333 3.627 -7.152
H -28.040 5.516 -7.734
H -27.606 4.366 -6.424
H -29.096 4.223 -7.580
H -28.617 3.248 -10.060
H -26.890 3.121 -10.285
H -27.667 4.750 -10.051
H -28.657 2.142 -7.439
H -27.130 2.130 -6.640
H -27.992 0.584 -9.329
H -26.929 0.004 -8.037
H -25.686 0.158 -9.385
C -23.804 8.813 -8.812
C -25.125 7.998 -8.829
O -25.595 7.479 -9.852
O -25.618 7.752 -7.721
H -23.742 9.553 -9.610
H -23.027 8.084 -9.043
H -23.458 9.304 -7.902
C -19.620 1.576 -4.153
C -19.497 0.200 -3.374
O -18.524 0.118 -2.619
O -20.203 -0.826 -3.551
H -18.677 1.880 -4.608
H -19.806 2.374 -3.435
H -20.430 1.482 -4.876
*
```